No. 1
{"formula": "C34H16BrCl5CoN6OSe", "method": "wB97M-V/def2-TZVPD", "relative_energy_kcal_mol": 60.6, "e_lumo_ev": [-1.15, -2.48], "total_charge": 0, "e_tot_ev": -282133.2580, "e_homo_ha": [-0.27711, -0.27710], "orbital_gap_ha": [0.23502, 0.18581], "s2": 0.81, "multiplicity": 2, "species": ["Co", "Br", "C", "C", "C", "C", "O", "C", "C", "N", "C", "C", "C", "C", "C", "C", "C", "C", "N", "C", "C", "H", "H", "H", "H", "H", "H", "H", "H", "H", "H", "Cl", "C", "C", "C", "Cl", "C", "Cl", "C", "Cl", "C", "Cl", "Se", "N", "C", "C", "C", "C", "C", "N", "C", "C", "N", "C", "C", "C", "C", "C", "N", "H", "H", "H", "H", "H", "H"], "positions_angstrom": [[0.36, -0.12, -0.07], [5.14, -4.57, 3.67], [3.76, -3.38, 3.23], [3.26, -2.51, 4.26], [2.32, -1.62, 3.95], [1.85, -1.37, 2.55], [0.44, -0.97, 2.57], [2.18, -2.51, 1.63], [1.38, -2.84, 0.50], [0.47, -2.07, 0.00], [-0.67, -2.62, -0.61], [-0.82, -3.85, -1.21], [-2.09, -4.26, -1.66], [-3.19, -3.47, -1.47], [-3.07, -2.21, -0.86], [-4.16, -1.34, -0.57], [-3.92, -0.15, 0.04], [-2.59, 0.24, 0.32], [-1.57, -0.55, 0.08], [-1.80, -1.78, -0.47], [3.19, -3.41, 1.98], [3.64, -2.61, 5.26], [1.89, -0.95, 4.69], [1.45, -3.87, 0.16], [0.03, -4.52, -1.33], [-2.19, -5.23, -2.14], [-4.17, -3.81, -1.79], [-5.17, -1.64, -0.84], [-4.70, 0.54, 0.31], [-2.43, 1.21, 0.79], [3.48, -4.17, 1.28], [2.53, 0.11, -0.67], [2.16, 0.06, 2.13], [0.73, 0.25, 1.80], [0.16, 1.62, 2.23], [-3.06, 2.73, 2.53], [1.11, 2.43, 3.10], [0.39, 3.68, 4.04], [2.43, 2.23, 3.12], [3.49, 3.30, 3.95], [2.99, 0.96, 2.65], [4.59, 0.50, 3.11], [-1.24, 5.49, -4.89], [-1.09, 5.36, -3.11], [-0.80, 4.12, -2.84], [-0.59, 3.61, -1.49], [-0.71, 4.37, -0.31], [-0.50, 3.78, 0.91], [-0.10, 2.43, 0.96], [0.01, 1.74, -0.16], [-0.26, 2.28, -1.36], [-0.20, 1.35, -2.48], [0.03, 0.07, -2.17], [0.15, -0.80, -3.17], [0.02, -0.43, -4.51], [-0.26, 0.89, -4.82], [-0.37, 1.81, -3.78], [-0.68, 3.23, -3.98], [-0.87, 3.76, -5.15], [-1.00, 5.41, -0.38], [-0.66, 4.32, 1.82], [-0.83, 1.58, 2.72], [0.37, -1.82, -2.90], [0.14, -1.17, -5.28], [-0.38, 1.22, -5.84]], "lowdin_charge": [0.270, 0.802, -0.665, -0.120, 0.026, -0.309, 0.015, -0.072, -0.043, 0.042, -0.199, -0.010, -0.061, -0.019, -0.139, 0.015, -0.005, -0.071, 0.087, -0.138, -0.069, 0.109, 0.145, 0.135, 0.113, 0.109, 0.117, 0.123, 0.115, 0.005, 0.116, 0.249, -0.247, -0.255, -0.177, -0.342, -0.621, 0.746, -0.680, 0.686, -0.628, 0.728, 1.124, -0.216, -0.326, -0.065, 0.051, -0.027, -0.200, 0.066, -0.116, -0.126, 0.055, -0.085, -0.018, 0.023, -0.073, -0.330, -0.225, 0.128, 0.057, 0.071, 0.114, 0.112, 0.122]}

No. 2
{"formula": "C14H23AsGaGeNO5", "method": "wB97M-V/def2-TZVPD", "e_lumo_ev": 0.03, "total_charge": 0, "e_tot_ev": -196352.4198, "e_homo_ha": -0.34033, "orbital_gap_ha": 0.34133, "multiplicity": 1, "species": ["Ga", "O", "C", "C", "C", "N", "C", "C", "C", "O", "O", "C", "O", "O", "H", "H", "H", "C", "As", "C", "C", "H", "H", "H", "H", "H", "H", "H", "H", "H", "C", "Ge", "C", "C", "C", "H", "H", "H", "H", "H", "H", "H", "H", "H", "H", "H"], "positions_angstrom": [[0.17, -0.32, -0.41], [-3.66, -4.27, 2.02], [-2.79, -3.42, 1.44], [-2.20, -3.68, 0.20], [-1.34, -2.74, -0.30], [-1.10, -1.62, 0.36], [-1.61, -1.37, 1.57], [-2.49, -2.25, 2.15], [-1.07, -0.08, 2.19], [-1.46, 0.26, 3.28], [-0.18, 0.49, 1.44], [-0.52, -2.85, -1.59], [-0.64, -3.84, -2.28], [0.25, -1.83, -1.77], [-3.81, -5.04, 1.45], [-2.38, -4.59, -0.36], [-2.91, -2.05, 3.12], [3.55, -1.93, 1.31], [2.60, -0.62, 0.26], [3.65, -0.55, -1.37], [3.06, 1.04, 1.15], [4.59, -1.62, 1.38], [3.49, -2.90, 0.82], [3.12, -2.00, 2.30], [4.51, 0.10, -1.23], [3.03, -0.19, -2.19], [3.99, -1.56, -1.60], [4.12, 1.24, 1.04], [2.81, 0.94, 2.21], [2.47, 1.85, 0.74], [-2.75, 1.92, -0.67], [-0.99, 2.69, -1.04], [-1.14, 3.95, -2.53], [-0.33, 3.65, 0.51], [0.21, 1.24, -1.56], [-3.46, 2.68, -0.35], [-2.68, 1.19, 0.14], [-3.15, 1.42, -1.55], [-1.83, 4.77, -2.30], [-1.51, 3.44, -3.43], [-0.17, 4.37, -2.76], [-1.01, 4.47, 0.75], [0.65, 4.09, 0.30], [-0.24, 2.99, 1.37], [1.23, 1.64, -1.63], [-0.05, 0.90, -2.56]], "lowdin_charge": [0.302, 0.098, -0.264, 0.088, -0.125, 0.099, -0.126, 0.101, -0.571, 0.086, -0.101, -0.564, 0.081, -0.065, 0.119, 0.136, 0.141, -0.272, 1.130, -0.260, -0.262, 0.038, 0.033, 0.033, 0.033, 0.026, 0.036, 0.035, 0.040, 0.022, -0.203, 0.736, -0.226, -0.214, -0.326, 0.023, 0.004, 0.024, 0.016, 0.017, 0.017, 0.020, 0.018, 0.008, 0.004, 0.017]}

No. 3
{"formula": "C22H42FN6O3", "method": "wB97M-V/def2-TZVPD", "e_lumo_ev": -2.22, "total_charge": 1, "e_tot_ev": -41291.1707, "e_homo_ha": -0.38739, "orbital_gap_ha": 0.30575, "multiplicity": 1, "species": ["C", "C", "F", "N", "C", "C", "N", "C", "N", "C", "C", "C", "C", "N", "C", "C", "C", "C", "C", "C", "C", "O", "H", "H", "H", "H", "H", "H", "H", "H", "H", "H", "H", "H", "H", "H", "H", "H", "H", "H", "H", "H", "H", "H", "H", "H", "H", "H", "H", "H", "C", "C", "O", "N", "C", "H", "H", "H", "H", "H", "H", "H", "C", "C", "O", "N", "C", "H", "H", "H", "H", "H", "H", "H"], "positions_angstrom": [[4.75, 2.46, 1.13], [3.53, 2.08, 1.97], [2.57, 3.10, 1.92], [2.92, 0.79, 1.66], [2.40, 0.26, 2.94], [1.34, -0.83, 2.78], [1.43, -1.52, 1.47], [1.54, -0.60, 0.26], [0.45, -0.78, -0.65], [1.79, 0.85, 0.69], [2.08, 1.65, -0.60], [1.06, 2.77, -0.87], [-0.39, 2.29, -0.88], [-1.33, 3.37, -0.62], [-1.46, 3.66, 0.79], [-1.98, 2.54, 1.69], [-1.36, 2.31, 2.91], [-1.76, 1.29, 3.77], [-2.80, 0.45, 3.39], [-3.43, 0.65, 2.17], [-3.04, 1.69, 1.34], [-3.66, 1.84, 0.11], [5.15, 1.57, 0.65], [5.52, 2.88, 1.77], [4.48, 3.18, 0.36], [3.85, 2.02, 3.02], [3.24, -0.13, 3.52], [1.92, 1.06, 3.52], [1.49, -1.58, 3.55], [0.33, -0.44, 2.91], [2.19, -2.21, 1.45], [0.58, -2.08, 1.35], [2.45, -0.93, -0.24], [0.65, -1.40, -1.41], [-0.46, -0.97, -0.25], [0.92, 1.29, 1.18], [3.06, 2.11, -0.55], [2.10, 0.98, -1.46], [1.17, 3.55, -0.12], [1.28, 3.19, -1.85], [-0.63, 1.85, -1.85], [-0.54, 1.48, -0.15], [-2.22, 3.16, -1.05], [-0.45, 3.88, 1.16], [-2.03, 4.58, 0.93], [-0.54, 2.97, 3.21], [-1.26, 1.14, 4.72], [-3.12, -0.36, 4.04], [-4.24, 0.01, 1.85], [-4.55, 2.17, 0.27], [2.27, -4.58, -1.71], [3.24, -4.22, -0.61], [3.03, -3.27, 0.15], [4.36, -4.95, -0.49], [4.78, -6.09, -1.29], [1.43, -3.90, -1.67], [2.74, -4.51, -2.69], [1.90, -5.60, -1.58], [4.96, -4.65, 0.26], [4.90, -6.97, -0.66], [5.74, -5.88, -1.77], [4.05, -6.31, -2.06], [-5.12, 0.21, -2.29], [-4.60, -0.30, -3.62], [-3.41, -0.49, -3.80], [-5.51, -0.55, -4.60], [-6.95, -0.38, -4.55], [-4.27, 0.36, -1.64], [-5.65, 1.16, -2.42], [-5.81, -0.51, -1.84], [-5.09, -0.88, -5.45], [-7.45, -1.34, -4.74], [-7.28, 0.33, -5.31], [-7.26, -0.02, -3.58]], "lowdin_charge": [-0.012, -0.362, 0.000, -0.047, -0.146, -0.085, 0.111, -0.290, 0.113, -0.237, -0.120, -0.151, -0.233, -0.053, -0.157, -0.144, -0.048, -0.106, -0.089, -0.016, -0.260, 0.010, 0.088, 0.082, 0.080, 0.141, 0.127, 0.128, 0.136, 0.113, 0.129, 0.170, 0.147, 0.092, 0.101, 0.133, 0.086, 0.118, 0.099, 0.120, 0.130, 0.079, 0.094, 0.105, 0.131, 0.116, 0.104, 0.104, 0.118, 0.122, 0.009, -0.507, -0.015, 0.029, -0.049, 0.072, 0.096, 0.095, 0.150, 0.092, 0.092, 0.076, -0.015, -0.553, 0.021, 0.007, -0.074, 0.054, 0.087, 0.087, 0.141, 0.084, 0.085, 0.070]}

No. 4
{"formula": "C28H38AuN8O3SSi", "method": "wB97M-V/def2-TZVPD", "relative_energy_kcal_mol": 41.4, "e_lumo_ev": [-5.35, -5.30], "total_charge": 1, "e_tot_ev": -70117.8257, "e_homo_ha": [-0.40109, -0.40265], "orbital_gap_ha": [0.20436, 0.20794], "multiplicity": 1, "species": ["Au", "N", "C", "N", "C", "N", "N", "C", "C", "C", "C", "C", "C", "N", "C", "C", "C", "C", "C", "C", "H", "H", "H", "H", "H", "H", "H", "H", "H", "H", "H", "N", "C", "N", "C", "N", "C", "C", "C", "C", "O", "Si", "S", "O", "C", "C", "C", "C", "O", "C", "C", "C", "C", "H", "H", "H", "H", "H", "H", "H", "H", "H", "H", "H", "H", "H", "H", "H", "H", "H", "H", "H", "H", "H", "H", "H", "H", "H", "H", "H"], "positions_angstrom": [[0.84, -0.13, 0.06], [0.26, -0.14, -4.54], [0.80, 0.08, -3.33], [0.54, -0.63, -2.29], [-0.36, -1.67, -2.37], [-0.83, -2.25, -1.31], [-0.47, -1.84, -0.12], [-1.26, -2.02, 0.88], [-0.90, -1.52, 2.18], [-1.61, -1.85, 3.33], [-1.24, -1.29, 4.53], [-0.16, -0.42, 4.56], [0.51, -0.15, 3.38], [0.15, -0.68, 2.23], [-0.89, -2.04, -3.66], [-1.77, -3.12, -3.84], [-2.35, -3.34, -5.07], [-2.07, -2.49, -6.14], [-1.20, -1.42, -5.99], [-0.60, -1.20, -4.75], [0.46, 0.49, -5.31], [1.49, 0.91, -3.23], [-2.23, -2.51, 0.75], [-2.45, -2.53, 3.25], [-1.79, -1.52, 5.43], [0.16, 0.04, 5.48], [1.35, 0.53, 3.35], [-1.99, -3.75, -2.99], [-3.03, -4.16, -5.20], [-2.55, -2.65, -7.09], [-1.00, -0.76, -6.82], [-1.86, 5.57, 0.04], [-1.74, 4.44, 0.21], [-1.67, 3.19, 0.49], [-1.19, 2.14, 0.05], [-0.92, 1.04, -0.30], [5.21, -2.29, -0.45], [3.79, -2.22, 0.11], [3.79, -2.49, 1.61], [2.87, -3.20, -0.61], [3.25, -0.90, -0.12], [4.06, 0.52, 0.03], [2.29, 1.76, 0.13], [5.07, 0.97, -1.13], [5.01, 1.38, -2.49], [4.09, 2.59, -2.63], [6.45, 1.77, -2.87], [4.52, 0.21, -3.35], [4.88, 0.49, 1.40], [5.19, 1.48, 2.39], [6.45, 0.98, 3.09], [4.00, 1.54, 3.35], [5.42, 2.83, 1.72], [5.66, -3.25, -0.21], [5.81, -1.51, 0.00], [5.20, -2.16, -1.52], [4.19, -3.48, 1.81], [2.78, -2.42, 2.01], [4.42, -1.75, 2.11], [3.20, -4.22, -0.44], [2.87, -3.01, -1.68], [1.85, -3.09, -0.24], [4.47, 3.42, -2.04], [3.09, 2.36, -2.26], [4.04, 2.90, -3.67], [6.79, 2.56, -2.21], [6.49, 2.12, -3.89], [7.11, 0.91, -2.75], [3.57, -0.15, -2.96], [5.23, -0.60, -3.32], [4.40, 0.54, -4.38], [6.29, -0.02, 3.49], [6.71, 1.64, 3.91], [7.28, 0.94, 2.39], [3.80, 0.54, 3.75], [3.13, 1.90, 2.81], [4.22, 2.22, 4.17], [6.20, 2.73, 0.97], [5.72, 3.56, 2.46], [4.51, 3.16, 1.24]], "lowdin_charge": [0.926, 0.145, -0.125, 0.076, -0.269, 0.079, -0.110, -0.029, -0.261, 0.014, -0.023, -0.011, -0.091, 0.033, -0.079, 0.001, -0.050, -0.044, 0.000, -0.162, 0.171, 0.128, 0.147, 0.122, 0.121, 0.117, 0.097, 0.116, 0.114, 0.116, 0.120, 0.129, -0.375, 0.123, -0.358, 0.028, -0.009, -0.620, -0.009, -0.018, -0.238, -0.086, 0.490, -0.108, -0.625, -0.048, -0.013, -0.016, -0.134, -0.631, -0.011, -0.036, -0.021, 0.102, 0.082, 0.082, 0.097, 0.080, 0.075, 0.097, 0.087, 0.059, 0.096, 0.002, 0.093, 0.089, 0.093, 0.090, 0.060, 0.085, 0.093, 0.087, 0.092, 0.092, 0.086, 0.033, 0.095, 0.093, 0.099, 0.059]}

No. 5
{"formula": "C10H18N3", "method": "wB97M-V/def2-TZVPD", "relative_energy_kcal_mol": 17.6, "e_lumo_ev": -2.90, "total_charge": 1, "e_tot_ev": -15126.7623, "e_homo_ha": -0.43364, "orbital_gap_ha": 0.32703, "multiplicity": 1, "species": ["C", "C", "C", "C", "C", "C", "C", "H", "H", "H", "H", "H", "H", "H", "H", "C", "C", "C", "N", "N", "N", "H", "H", "H", "H", "H", "H", "H", "H", "H", "H"], "positions_angstrom": [[2.86, -1.02, -0.29], [-0.67, -2.94, 1.26], [-0.37, -3.01, -0.09], [0.19, -2.25, 2.11], [0.74, -2.33, -0.58], [1.34, -1.66, 1.61], [1.66, -1.70, 0.26], [-1.55, -3.40, 1.68], [-0.90, -3.70, -0.66], [0.04, -2.29, 3.18], [0.85, -2.33, -1.65], [2.06, -1.24, 2.31], [3.10, -1.19, -1.33], [3.83, -1.11, 0.21], [2.70, 0.07, -0.27], [-1.20, 0.73, -0.15], [-1.90, -0.07, -1.29], [-0.60, 3.07, -0.51], [-1.51, 2.15, -0.26], [0.70, 2.91, -0.25], [-1.00, 4.24, -1.04], [-1.56, 0.33, 0.79], [-0.12, 0.55, -0.18], [-2.86, 0.35, -1.48], [-1.90, -1.11, -0.96], [-2.43, 2.53, -0.36], [1.02, 2.08, 0.22], [1.31, 3.70, -0.37], [-1.86, 4.21, -1.57], [-0.51, 5.12, -1.06], [-1.17, -0.07, -2.10]], "lowdin_charge": [-0.053, -0.083, -0.098, -0.079, -0.062, -0.059, -0.296, 0.106, 0.095, 0.107, 0.116, 0.114, 0.077, 0.089, 0.064, -0.186, -0.038, -0.422, 0.097, 0.225, 0.195, 0.121, 0.093, 0.071, 0.057, 0.159, 0.115, 0.137, 0.126, 0.128, 0.083]}

No. 6
{"formula": "C6H10O", "method": "wB97M-V/def2-TZVPD", "smiles": "CO[C@]1(C)C=C1C", "relative_energy_kcal_mol": 85.8, "e_lumo_ev": 0.97, "total_charge": 0, "e_tot_ev": -8427.5191, "e_homo_ha": -0.33180, "orbital_gap_ha": 0.36739, "multiplicity": 1, "species": ["C", "O", "C", "C", "C", "C", "C", "H", "H", "H", "H", "H", "H", "H", "H", "H", "H"], "positions_angstrom": [[2.23, 0.91, -0.23], [0.88, 1.06, -0.11], [-0.02, -0.21, -0.33], [0.62, -1.48, 0.15], [-0.99, -0.04, -1.40], [-1.45, 0.10, -0.14], [-2.45, 0.44, 0.95], [2.80, 1.91, -0.43], [2.67, 0.28, -1.07], [2.74, 0.56, 0.74], [0.25, -1.71, 1.14], [1.66, -1.25, 0.28], [0.32, -2.16, -0.72], [-1.13, 0.06, -2.42], [-2.29, 1.42, 1.19], [-2.23, -0.15, 1.80], [-3.61, 0.28, 0.61]], "lowdin_charge": [-0.231, -0.157, -0.413, -0.010, 0.111, -0.116, -0.016, 0.100, 0.098, 0.092, 0.079, 0.038, 0.121, 0.080, 0.039, 0.049, 0.137]}

No. 7
{"formula": "C5H8N2S", "method": "wB97M-V/def2-TZVPD", "smiles": "S[C@@]12C=NN[C@@H]1CC2", "relative_energy_kcal_mol": 101.4, "e_lumo_ev": 0.79, "total_charge": 0, "e_tot_ev": -19126.0263, "e_homo_ha": -0.31019, "orbital_gap_ha": 0.33906, "multiplicity": 1, "species": ["S", "C", "C", "N", "N", "C", "C", "C", "H", "H", "H", "H", "H", "H", "H", "H"], "positions_angstrom": [[0.75, -1.02, 1.95], [-0.04, -0.10, 0.68], [0.01, 1.30, 1.32], [0.68, 2.05, 0.51], [0.95, 1.55, -0.64], [0.63, 0.14, -0.74], [-0.69, -0.32, -1.44], [-1.29, -0.89, -0.10], [0.68, -2.23, 1.62], [-0.29, 1.73, 2.26], [1.97, 1.88, -0.99], [1.41, -0.78, -0.83], [-0.16, -1.18, -2.12], [-1.33, 0.39, -1.89], [-0.95, -1.92, 0.24], [-2.32, -0.61, 0.18]], "lowdin_charge": [0.825, -0.718, -0.179, -0.030, -0.069, -0.296, -0.127, -0.096, -0.199, 0.101, 0.199, 0.175, 0.139, 0.088, 0.088, 0.097]}

No. 8
{"formula": "H8LiO4", "method": "wB97M-V/def2-TZVPD", "relative_energy_kcal_mol": 20.9, "e_lumo_ev": -3.69, "total_charge": 1, "e_tot_ev": -8520.9261, "e_homo_ha": -0.59142, "orbital_gap_ha": 0.45568, "multiplicity": 1, "species": ["Li", "O", "H", "H", "O", "H", "H", "O", "H", "H", "O", "H", "H"], "positions_angstrom": [[-0.23, -0.02, 0.21], [1.55, -0.92, 0.84], [2.03, -1.75, 0.56], [2.19, -0.16, 1.09], [-1.83, -1.27, 0.37], [-1.45, -1.96, -0.11], [-1.71, -1.72, 1.19], [-0.35, 1.79, 0.82], [-0.98, 2.56, 1.14], [0.50, 2.25, 0.85], [-0.01, 0.20, -2.02], [-0.64, 0.53, -2.68], [0.92, 0.46, -2.26]], "lowdin_charge": [0.735, -0.136, 0.103, 0.107, -0.019, 0.028, 0.049, -0.134, 0.155, 0.052, -0.089, 0.068, 0.082]}